The following is a DFT calculation (ωB97M-V/def2-TZVPD) of a structure of composition C24H13Br2F4N2O3PPb.

**Max |F|**: 0.40 eV Å⁻¹
**Frontier orbital gap (alpha / beta)**: 7.35 / 6.12 eV
**Relative energy (zero: lowest compared OMol25 entry of this formula, charge and spin)**: 0.0 kcal/mol
**Energy**: -199695.3301 eV
**Charge**: +2

Geometry (Å):
Pb (1.9830, 1.0368, -1.4916)
F (-5.4050, 1.2936, -3.4723)
C (-4.3902, 0.8415, -2.7766)
C (-4.3390, -0.4969, -2.4128)
F (-5.3071, -1.3156, -2.7596)
C (-3.2609, -0.9547, -1.6720)
F (-3.2324, -2.2304, -1.3044)
C (-2.2287, -0.1058, -1.2994)
P (-0.9000, -0.6948, -0.2458)
C (-1.3726, -1.0067, 1.4227)
C (-1.6113, -2.3149, 1.8551)
C (-2.0404, -2.5184, 3.1550)
C (-2.2178, -1.4363, 4.0086)
C (-1.9764, -0.1384, 3.5738)
C (-1.5529, 0.0840, 2.2767)
C (0.0510, -1.9466, -1.0105)
C (-0.0277, -2.1690, -2.3975)
C (0.7870, -3.1201, -2.9782)
C (1.6916, -3.8336, -2.1934)
C (1.7963, -3.5924, -0.8261)
C (0.9904, -2.6426, -0.2274)
C (-2.2980, 1.2318, -1.6820)
Br (-0.9486, 2.4485, -1.1529)
C (-3.3676, 1.7108, -2.4053)
F (-3.4430, 2.9799, -2.7647)
H (-1.4868, -3.1541, 1.1829)
H (-2.2403, -3.5228, 3.5020)
H (-2.5479, -1.6059, 5.0247)
H (-2.1093, 0.6955, 4.2486)
H (-1.3434, 1.0909, 1.9349)
H (-0.7409, -1.6213, -3.0017)
H (0.7154, -3.3185, -4.0389)
H (2.3226, -4.5822, -2.6543)
H (2.5066, -4.1487, -0.2301)
H (1.0762, -2.4372, 0.8321)
Br (2.8853, 4.3941, -2.1234)
C (2.9258, 3.9803, -0.2860)
C (3.3347, 4.8907, 0.6665)
C (3.3191, 4.4832, 1.9948)
C (2.8972, 3.2014, 2.3293)
C (2.5097, 2.3565, 1.3113)
N (2.5288, 2.7504, 0.0298)
C (2.0240, 0.9431, 1.5793)
O (1.8847, 0.5589, 2.7070)
O (1.7576, 0.2441, 0.4919)
H (3.6527, 5.8807, 0.3744)
H (3.6355, 5.1708, 2.7681)
H (2.8646, 2.8454, 3.3489)
O (5.4320, -0.4208, -1.2528)
N (4.8162, 0.2159, -1.9587)